{
  "formula": "C61H146N10O13",
  "method": "ωB97M-V/def2-TZVPD",
  "symbols": ["C", "O", "C", "C", "N", "C", "C", "O", "C", "H", "H", "H", "H", "H", "H", "H", "H", "H", "H", "H", "H", "H", "H", "H", "C", "O", "C", "C", "N", "C", "C", "O", "C", "H", "H", "H", "H", "H", "H", "H", "H", "H", "H", "H", "H", "H", "H", "H", "C", "O", "C", "C", "N", "C", "C", "O", "C", "H", "H", "H", "H", "H", "H", "H", "H", "H", "H", "H", "H", "H", "H", "H", "C", "C", "C", "C", "C", "C", "N", "O", "C", "C", "C", "H", "H", "H", "H", "H", "H", "H", "H", "H", "H", "H", "H", "H", "H", "H", "H", "H", "H", "H", "C", "C", "C", "C", "C", "C", "N", "O", "C", "C", "C", "H", "H", "H", "H", "H", "H", "H", "H", "H", "H", "H", "H", "H", "H", "H", "H", "H", "H", "H", "C", "C", "C", "C", "C", "C", "N", "O", "C", "C", "C", "H", "H", "H", "H", "H", "H", "H", "H", "H", "H", "H", "H", "H", "H", "H", "H", "H", "H", "H", "C", "C", "C", "O", "C", "N", "H", "H", "H", "H", "H", "H", "H", "H", "H", "H", "H", "C", "C", "C", "O", "C", "N", "H", "H", "H", "H", "H", "H", "H", "H", "H", "H", "H", "C", "C", "C", "O", "C", "N", "H", "H", "H", "H", "H", "H", "H", "H", "H", "H", "H", "C", "C", "C", "O", "C", "N", "H", "H", "H", "H", "H", "H", "H", "H", "H", "H", "H"],
  "coordinates": [[5.285233, -2.699023, 2.213000], [4.182293, -3.542883, 2.170523], [4.602309, -4.945934, 2.305905], [3.348886, -5.776364, 2.345248], [2.523707, -5.670222, 1.149999], [3.011768, -6.461461, 0.026666], [1.891499, -6.900965, -0.915245], [2.392379, -7.743722, -1.956385], [1.336731, -8.243632, -2.683191], [5.930012, -2.931746, 3.052437], [4.861348, -1.732448, 2.393855], [5.797121, -2.763866, 1.221367], [5.092318, -5.124877, 3.270048], [5.303539, -5.193435, 1.455690], [2.812928, -5.501402, 3.251081], [3.521224, -6.821368, 2.509465], [2.530736, -4.651990, 0.852729], [3.386258, -7.487597, 0.380793], [3.756562, -5.963631, -0.580650], [1.370876, -6.028504, -1.372086], [1.030493, -7.381048, -0.382140], [1.676952, -8.904305, -3.432308], [0.635726, -7.455909, -3.026353], [0.672242, -8.769997, -2.008290], [4.595772, 0.979491, 4.490771], [4.399866, 1.449067, 5.778655], [5.119092, 2.685135, 6.115926], [4.710809, 3.049553, 7.519226], [3.227095, 3.147384, 7.497460], [2.574235, 3.064554, 8.831966], [2.015976, 4.359526, 9.325920], [2.925018, 5.190702, 10.005528], [2.403328, 6.443195, 10.199766], [4.151371, -0.033408, 4.461906], [5.670815, 0.832463, 4.217499], [4.100739, 1.760396, 3.780591], [4.865882, 3.501839, 5.425697], [6.160601, 2.481335, 6.097652], [5.197639, 3.989425, 7.667115], [5.105623, 2.292941, 8.203440], [2.856928, 2.389645, 6.887213], [3.189980, 2.572154, 9.582193], [1.641041, 2.497566, 8.794356], [1.193891, 4.202643, 10.091334], [1.668714, 4.866210, 8.431305], [3.032149, 7.091490, 10.809416], [1.418738, 6.391683, 10.586632], [2.289790, 7.096290, 9.351522], [3.605460, 1.777489, -4.583578], [3.935017, 1.556992, -3.216321], [3.275533, 2.431360, -2.271446], [3.941779, 2.246003, -0.917944], [3.527595, 3.389587, -0.061825], [4.503745, 3.544570, 1.028307], [3.952148, 4.652433, 1.982415], [2.752512, 4.167844, 2.560331], [1.862934, 5.259887, 2.928613], [4.063903, 1.003162, -5.147336], [3.965686, 2.788430, -4.756730], [2.451251, 1.609421, -4.659686], [2.206223, 2.241274, -2.093559], [3.342063, 3.511541, -2.629870], [5.020179, 2.288402, -1.094518], [3.643402, 1.311399, -0.473846], [2.580479, 3.232393, 0.247803], [5.459293, 3.804949, 0.530374], [4.797397, 2.607571, 1.582722], [3.740653, 5.520618, 1.361056], [4.664457, 4.989870, 2.776210], [1.371679, 5.676857, 1.993014], [2.273049, 6.018976, 3.549108], [1.148131, 4.800455, 3.594384], [1.394873, -1.155008, -2.800852], [2.358671, -2.342179, -3.038258], [1.774838, -3.107765, -4.200849], [2.674179, -4.238439, -4.681955], [4.051000, -3.567748, -5.093714], [4.652774, -2.603718, -4.048820], [3.580398, -1.740570, -3.504869], [4.280962, -1.008340, -2.446552], [5.361015, -3.374047, -2.932834], [5.622343, -1.711701, -4.786353], [2.362821, -3.287047, -1.753284], [1.975628, -0.391075, -2.216807], [0.512815, -1.335666, -2.302771], [1.153299, -0.740373, -3.792252], [0.804569, -3.511966, -3.866221], [1.619835, -2.385326, -5.003960], [2.329381, -4.766926, -5.616535], [2.885401, -4.999581, -3.894156], [3.890963, -2.903195, -5.950554], [4.797217, -4.280613, -5.404015], [4.747415, -4.182401, -2.554377], [6.223861, -3.848900, -3.350294], [5.545348, -2.711872, -2.124498], [6.230875, -2.352021, -5.388464], [5.010935, -1.111843, -5.551692], [6.123587, -0.947487, -4.106292], [2.794340, -4.265490, -1.931863], [1.281059, -3.361335, -1.427555], [2.867284, -2.912438, -0.864007], [4.112393, -0.096124, -2.790642], [-5.062998, -6.455422, -1.751831], [-3.635716, -6.035056, -1.414263], [-3.260653, -4.974310, -2.461968], [-1.979335, -4.184511, -2.023836], [-2.277053, -3.546822, -0.695864], [-2.520602, -4.564216, 0.402820], [-3.603608, -5.408985, -0.078987], [-3.970081, -6.349792, 0.915622], [-1.218781, -5.247081, 0.748703], [-3.008517, -3.851107, 1.710987], [-2.732051, -7.166368, -1.593043], [-5.727537, -5.598502, -1.695514], [-5.490300, -7.159286, -1.041935], [-5.086330, -6.951266, -2.720294], [-3.251452, -5.446474, -3.437770], [-4.127150, -4.274878, -2.539012], [-1.802916, -3.326272, -2.694727], [-1.163289, -4.861490, -1.905835], [-3.138700, -2.941065, -0.804535], [-1.470660, -2.904230, -0.314597], [-0.698000, -5.529676, -0.182139], [-0.384794, -4.664850, 1.191489], [-1.275516, -6.243352, 1.222148], [-2.232979, -3.410377, 2.285220], [-3.794837, -3.126007, 1.522464], [-3.504334, -4.545593, 2.375895], [-2.886352, -7.786722, -2.436947], [-2.832890, -7.843445, -0.751684], [-1.716071, -6.860884, -1.716059], [-3.221537, -6.972819, 0.931429], [-3.092108, 4.462360, -4.982842], [-1.863414, 4.436684, -5.850665], [-0.566059, 4.905676, -5.085976], [-0.124089, 3.856474, -4.043587], [0.064830, 2.546353, -4.766886], [-1.118518, 1.990317, -5.641580], [-1.571114, 3.097696, -6.496999], [-2.723383, 2.614189, -7.202755], [-0.392448, 0.845307, -6.403342], [-2.241723, 1.313185, -4.791420], [-2.108449, 5.398215, -6.978079], [-3.883462, 3.940910, -5.576200], [-3.508890, 5.494858, -4.804974], [-2.976667, 3.999076, -3.973080], [0.248362, 5.050722, -5.888209], [-0.768457, 5.894441, -4.730693], [-0.854962, 3.749364, -3.214978], [0.856047, 4.067934, -3.616690], [0.381995, 1.792797, -4.065822], [0.794294, 2.722663, -5.565185], [0.029504, 0.148875, -5.676003], [-1.106413, 0.284415, -7.008231], [0.401493, 1.116135, -7.094085], [-1.771400, 0.552794, -4.114907], [-2.785268, 1.998102, -4.125959], [-3.033320, 0.884978, -5.447360], [-3.035292, 5.291322, -7.474420], [-1.313604, 5.381726, -7.736512], [-2.156767, 6.461063, -6.678625], [-2.419042, 2.578207, -8.114174], [-4.079274, 6.922956, 1.457072], [-4.381854, 6.057438, 0.197896], [-4.715591, 4.616805, 0.656197], [-5.246631, 3.842793, -0.390718], [-4.288995, 3.455737, -1.352107], [-5.363045, 6.679197, -0.714126], [-3.430146, 6.386946, 2.146832], [-5.003870, 7.266971, 1.904383], [-3.591694, 7.782226, 1.048183], [-3.497725, 6.051429, -0.423935], [-5.506104, 4.632424, 1.439582], [-3.798603, 4.121970, 1.113844], [-3.587118, 2.775354, -0.864931], [-3.688384, 4.318382, -1.714966], [-4.660661, 2.961991, -2.264750], [-5.885693, 5.967513, -1.255752], [-6.043197, 7.181958, -0.149650], [-7.043847, -3.258060, -0.603256], [-7.148089, -2.470186, 0.676822], [-6.847326, -0.987207, 0.287814], [-5.526518, -1.021602, -0.129140], [-4.910906, 0.260622, -0.397681], [-8.508198, -2.500585, 1.220660], [-6.102134, -3.117919, -1.086018], [-7.845864, -2.925164, -1.268748], [-7.153141, -4.292823, -0.402500], [-6.325409, -2.696935, 1.368485], [-7.013779, -0.277531, 1.119691], [-7.578947, -0.704930, -0.534494], [-5.598647, 0.967327, -0.934457], [-3.955671, 0.164814, -0.971200], [-4.757588, 0.702263, 0.582076], [-8.592667, -2.140779, 2.186401], [-9.111115, -1.891830, 0.665756], [-2.318990, 0.513961, 4.292011], [-1.386858, 1.714223, 4.438837], [-2.118644, 2.992242, 4.759908], [-1.136728, 3.986041, 4.890074], [-1.447205, 5.037488, 5.749299], [-0.370617, 1.397071, 5.423743], [-1.830766, -0.380063, 3.948186], [-3.134599, 0.726654, 3.561394], [-2.731147, 0.164045, 5.273079], [-0.849258, 1.841803, 3.464046], [-2.660520, 2.876981, 5.700865], [-2.779775, 3.267608, 3.925569], [-2.313065, 5.624988, 5.440560], [-0.580472, 5.691279, 5.872034], [-1.612543, 4.639226, 6.768323], [0.230501, 2.218716, 5.647238], [-0.785333, 1.105860, 6.303387], [-0.781837, 0.697267, -0.758971], [-0.541106, 1.276099, 0.694224], [0.559422, 0.576201, 1.503964], [0.072035, -0.691236, 1.823895], [1.022426, -1.535417, 2.406848], [-0.138512, 2.624464, 0.544903], [-1.372648, 1.312740, -1.393078], [-1.246546, -0.294024, -0.713539], [0.133914, 0.686273, -1.334482], [-1.419063, 1.162707, 1.240174], [0.804054, 1.045282, 2.480050], [1.538912, 0.540751, 0.941887], [0.491225, -2.444149, 2.640987], [1.348488, -1.152177, 3.423696], [1.924008, -1.696084, 1.748354], [-0.817510, 3.174039, 0.132690], [0.177678, 3.026358, 1.453247]],
  "forces_ev_per_a": [[0.1, 0.0, -1.0], [-0.2, -2.5, 0.6], [0.1, 0.7, -0.6], [-0.4, 0.2, -0.4], [-0.2, 1.6, -0.7], [-0.5, -2.3, 0.1], [-1.2, 0.6, -0.3], [0.7, 1.0, 1.1], [-1.8, 0.6, 0.8], [0.5, -0.1, 0.1], [0.1, 0.9, -0.2], [0.1, 0.4, 0.8], [0.4, 0.4, -0.1], [-0.6, 0.1, 0.8], [-0.4, 0.5, -0.1], [0.6, -0.7, 0.0], [-0.2, -1.6, 0.5], [0.1, 1.6, -0.2], [0.6, 0.0, -0.1], [0.5, -0.1, 0.0], [0.9, -0.2, 0.0], [0.4, -0.5, -1.0], [0.6, 0.0, -0.6], [-0.2, -0.8, 0.3], [-0.3, 0.7, -1.5], [0.8, 1.1, 1.2], [-1.5, -1.3, -0.3], [-1.3, -0.7, -1.2], [-0.1, -0.6, 0.8], [-0.1, -0.2, -0.5], [-0.5, 0.6, 1.2], [1.4, -0.4, -0.5], [0.3, 1.6, 0.3], [-0.2, 0.7, -0.3], [-0.5, 0.4, 0.2], [0.8, -1.7, 0.6], [-0.1, -0.3, -0.1], [1.2, -0.1, -0.3], [0.0, 0.8, 0.8], [-0.1, 0.0, 0.2], [0.7, 0.8, 0.8], [0.3, 0.0, 0.1], [0.2, -0.6, -0.5], [0.3, -0.2, -1.1], [-0.5, 0.3, -0.1], [0.2, -0.6, 0.6], [-1.2, -0.1, 1.0], [0.1, -0.2, -1.4], [-2.7, 0.1, 1.7], [-0.4, 0.0, 1.0], [0.3, 0.7, -0.6], [-0.3, 1.7, -0.5], [1.3, -0.9, -0.3], [-0.2, 0.4, 0.5], [0.9, -0.6, -0.3], [-0.3, 1.3, 0.4], [-0.7, -1.6, -1.4], [0.7, -0.4, -0.6], [-0.4, 0.1, -1.0], [2.1, 0.8, -0.4], [-0.1, -0.4, -0.7], [0.2, -1.2, 0.5], [0.0, -0.1, 0.3], [0.1, -0.7, 0.1], [-0.1, -0.1, 0.5], [-0.4, 0.5, 0.4], [-0.8, 0.5, -0.2], [-0.1, 0.2, -0.2], [-0.3, -0.5, -0.5], [0.6, -0.3, 1.1], [1.1, 0.9, 0.1], [-0.7, -0.2, -0.2], [3.0, 1.3, -0.8], [-1.0, -0.2, 1.6], [-0.4, -1.2, -0.2], [1.9, 0.0, -0.9], [-1.2, 0.7, 0.3], [-0.8, -0.8, 0.3], [1.7, 0.2, 0.2], [-1.5, 0.4, -0.8], [-0.9, -0.5, -0.7], [-1.1, 2.3, -0.3], [-1.1, 0.9, -0.1], [-0.7, -0.5, -0.5], [-1.9, -0.9, 1.2], [0.1, 0.1, 0.3], [0.1, 0.2, -0.3], [-0.1, -0.2, -0.2], [-0.1, 0.5, 1.1], [-0.4, 0.4, -0.5], [-0.4, -0.4, -0.2], [0.3, -0.4, 0.0], [-0.3, -0.2, 0.0], [0.9, -0.1, 0.0], [0.7, 0.4, 0.6], [1.1, -0.1, -0.1], [0.8, -0.7, 1.1], [-0.2, -1.3, -1.0], [-0.3, -0.1, -0.2], [1.0, -0.3, -0.5], [0.3, 0.6, -0.2], [0.4, -0.3, 0.7], [-0.4, -0.2, 0.7], [-1.0, 1.6, -0.9], [-0.3, 1.4, 0.7], [-1.8, 0.5, -0.8], [0.9, -0.1, 1.0], [-0.3, 1.0, 1.3], [-0.9, -0.2, 0.3], [0.4, -0.3, -0.4], [2.0, -1.6, -1.3], [-1.2, -0.7, -0.8], [1.2, -1.5, 1.0], [0.0, 0.2, -0.4], [0.3, -0.2, 0.2], [-0.1, 0.3, -0.2], [0.6, -0.2, -0.2], [0.7, -0.1, 0.2], [0.4, -0.8, -0.2], [0.9, -0.2, -0.5], [-1.1, 0.8, 0.0], [0.0, 0.0, -0.4], [-0.3, 0.0, 0.0], [-1.1, 0.0, 0.4], [-0.3, 0.6, 0.5], [1.0, 0.6, 0.2], [0.1, 0.4, -0.4], [0.1, -0.5, 0.1], [-0.8, -0.4, -1.1], [0.3, -0.3, 0.3], [0.9, 0.2, 0.4], [-0.3, 0.0, 0.3], [-1.7, 0.0, 0.8], [1.1, -0.1, 0.0], [0.4, -1.2, -1.6], [-0.5, 0.3, -0.3], [-1.1, 0.3, -1.2], [0.8, -0.2, 1.5], [0.3, -0.2, 0.2], [0.0, 0.4, 0.1], [-1.1, -0.2, -0.5], [0.0, 0.0, 0.2], [1.1, 1.7, -0.7], [0.4, 0.2, 0.8], [0.7, -0.8, -0.3], [-0.1, 0.2, -0.9], [-1.0, -0.4, 1.2], [-0.1, 0.5, 0.6], [0.3, 0.2, -0.4], [-0.1, 0.5, 0.2], [0.2, -0.5, 0.1], [0.5, -0.1, 0.5], [-0.1, 0.1, 0.0], [-0.1, -0.1, 0.0], [0.1, 0.6, 0.1], [-0.5, 0.3, -0.8], [0.4, 0.0, -0.2], [0.8, 0.0, 0.4], [-1.1, -0.7, -0.6], [-0.1, -0.3, 0.2], [0.2, -0.4, 0.5], [0.0, 0.1, -0.1], [-0.4, -0.6, -1.7], [0.0, -0.3, 0.4], [0.2, 0.1, 0.4], [-0.5, -0.5, -0.7], [1.2, 0.5, -0.1], [-0.6, -0.3, 0.6], [-0.1, 0.1, 0.1], [-0.2, -0.2, 0.4], [0.5, 0.8, 0.2], [0.7, -0.4, 0.2], [0.4, 0.1, -0.4], [-0.8, 0.5, -0.5], [0.2, -0.2, -0.1], [-0.3, -0.3, 0.2], [-0.6, 0.2, 0.7], [0.5, 0.5, 0.6], [-0.1, -0.1, -0.2], [-0.7, 0.2, 0.2], [-0.1, 2.6, -0.3], [-0.8, -0.6, -0.2], [1.5, 1.2, -1.2], [-0.9, -0.1, 0.0], [-0.3, -0.3, 1.0], [0.7, 0.2, -0.3], [0.0, -0.1, -0.1], [-0.3, -1.1, 0.1], [-0.7, -0.5, 0.2], [0.1, -0.3, 0.0], [0.8, -0.1, 0.5], [0.4, -0.8, 0.2], [-0.9, -0.3, 0.6], [0.5, 0.4, 0.1], [0.4, -0.4, -0.8], [0.2, -0.3, 0.0], [-1.0, 0.0, 0.3], [0.5, -0.9, -0.7], [0.0, 0.1, -0.4], [0.7, 0.4, -0.4], [0.1, -0.1, 1.2], [1.1, 0.6, 0.6], [0.7, -0.1, -0.5], [0.4, -0.1, 0.7], [-0.1, 0.8, -0.6], [-0.5, 0.1, 0.7], [-0.3, 0.0, 0.1], [-0.3, -0.1, 0.3], [-0.1, 0.0, -0.1], [0.0, 0.0, -0.5], [-0.3, 0.1, -0.2], [-0.7, -0.8, -0.4], [-0.1, -0.1, -0.1], [0.7, -0.6, 1.5], [1.6, -0.9, -1.9], [0.5, -0.3, -0.2], [-0.1, -0.6, -0.5], [0.8, 0.4, 1.0], [2.6, 0.6, 1.8], [-1.1, 0.9, 0.0], [0.3, 0.1, -0.1], [0.6, -0.4, 0.3], [-1.9, -0.3, 1.1], [-0.2, 0.5, -0.5], [-0.8, -0.1, 0.2], [0.1, -0.6, -0.3], [0.0, -0.1, -1.0], [-0.8, 0.0, 0.6], [-1.6, 1.5, -0.8], [-0.5, -0.2, -1.0]],
  "relative_energy_kj_mol": 0.00,
  "orbital_gap_ev": 8.852,
  "energy_ev": -107130.8161,
  "molar_mass_g_mol": 1227.90,
  "fmax_ev_per_a": 3.39,
  "lumo_energy_ev": 0.44,
  "e_homo_ha": -0.309
}